ORCA calculation (ωB97M-V/def2-TZVPD) on one molecule with the formula CH2O5 at a distorted geometry.

The calculation puts the energy relative to the best compared isomer or geometry (same formula, charge and spin) at 26.2 kcal/mol. For the energy, the calculation gives -415.2987 hartree. The calculation puts the HOMO energy at -10.92 eV.

Structure (XYZ):
```
8
Properties=species:S:1:pos:R:3:mulliken_charge:R:1
O -0.091 -0.820 1.168 -0.39
C -0.021 -0.107 0.265 0.63
O 0.112 1.180 0.165 -0.16
O 0.185 1.934 1.399 -0.28
O -0.045 -0.487 -1.094 -0.16
O 0.090 -1.852 -1.375 -0.31
H -0.742 2.097 1.641 0.35
H 0.512 -1.945 -2.168 0.32
```



ORCA calculation (ωB97M-V/def2-TZVPD) on a 2-piece molecular cluster, CH2OS3 overall at a distorted geometry.

The calculation puts the energy relative to the best compared isomer or geometry (same formula, charge and spin) at 41.6 kcal/mol. For the energy, the calculation gives -1308.9827 hartree. The calculation puts the HOMO energy (spin up / spin down) at -8.39 / -8.15 eV.

Structure (XYZ):
```
7
Properties=species:S:1:pos:R:3:mulliken_charge:R:1
C 1.262 0.162 -0.516 -0.40
S -0.446 -0.230 -0.994 -0.10
S 0.390 -0.583 0.860 0.00
H 1.706 1.260 -0.430 0.26
H 2.072 -0.325 -0.932 0.32
O -2.060 -0.304 1.569 -0.32
S -2.924 0.020 0.444 0.24
```



ORCA calculation (ωB97M-V/def2-TZVPD) on CH2S2 as an isolated structure at a distorted geometry.

The calculation puts the energy relative to the best compared isomer or geometry (same formula, charge and spin) at 29.7 kcal/mol. For the energy, the calculation gives -835.6004 hartree. The calculation puts the HOMO energy at -9.02 eV.

Structure (XYZ):
```
5
Properties=species:S:1:pos:R:3:mulliken_charge:R:1
C -0.457 -0.340 0.015 -0.09
S -2.083 -0.513 0.018 -0.22
S 0.304 1.145 -0.073 -0.14
H 0.285 -1.088 -0.244 0.29
H 1.951 0.796 0.284 0.15
```



ORCA calculation (ωB97M-V/def2-TZVPD) on one molecule with the formula CH2S2 at a distorted geometry.

The calculation puts the energy relative to the best compared isomer or geometry (same formula, charge and spin) at 2.3 kcal/mol. For the energy, the calculation gives -835.6441 hartree. The calculation puts the HOMO energy at -8.99 eV.

Structure (XYZ):
```
5
Properties=species:S:1:pos:R:3:mulliken_charge:R:1
S -0.628 -0.823 -1.117 -0.20
C 0.188 -0.592 0.270 -0.14
S 0.534 1.018 0.949 -0.13
H 0.777 -1.322 0.812 0.30
H -0.407 1.743 0.254 0.17
```



ORCA calculation (ωB97M-V/def2-TZVPD) on a 2-piece molecular cluster, CH2S3 overall.

The calculation puts the energy relative to the best compared isomer or geometry (same formula, charge and spin) at 0.0 kcal/mol. For the energy, the calculation gives -1233.8525 hartree. The calculation puts the HOMO energy at -9.62 eV.

Structure (XYZ):
```
6
Properties=species:S:1:pos:R:3:mulliken_charge:R:1
C -1.764 0.203 -0.003 0.48
S -2.003 -1.322 0.133 -0.22
S 1.972 -0.763 -0.187 -0.30
S -1.564 1.739 -0.075 -0.25
H 1.799 0.384 -0.829 0.15
H 1.561 -0.242 0.960 0.14
```



ORCA calculation (ωB97M-V/def2-TZVPD) on a 16-piece molecular cluster, CH30O18 overall at a distorted geometry.

The calculation puts the energy relative to the best compared isomer or geometry (same formula, charge and spin) at 29.4 kcal/mol. For the energy, the calculation gives -1410.5058 hartree. The calculation puts the HOMO energy at -3.76 eV. The charge is -2.

Structure (XYZ):
```
49
Properties=species:S:1:pos:R:3:mulliken_charge:R:1
C -21.551 2.423 3.538 -0.08
O -22.592 1.960 4.181 0.57
O -20.477 1.977 3.982 0.63
O -21.748 3.052 2.416 -0.42
O -18.070 1.427 5.554 -0.70
H -18.577 1.869 4.925 -0.15
H -18.467 0.576 5.684 0.38
O -22.396 -0.509 3.480 -0.75
H -21.583 -0.789 3.151 0.42
H -22.394 0.437 3.687 0.13
O -19.722 -0.410 3.212 -0.78
H -20.067 0.440 3.572 -0.04
H -18.786 -0.477 3.525 0.34
O -23.680 4.857 2.298 -0.66
H -23.809 5.202 3.171 0.27
H -22.934 4.224 2.265 0.21
O -21.228 0.366 6.505 -0.64
H -20.586 0.764 7.071 0.32
H -21.000 0.784 5.688 0.45
O -24.259 0.915 5.909 -0.75
H -23.608 1.338 5.293 0.31
H -23.952 0.050 5.929 0.32
O -19.921 1.903 0.739 -0.71
H -19.167 1.673 1.242 0.34
H -20.498 2.350 1.362 0.21
O -24.759 2.065 2.847 -0.73
H -23.855 2.065 3.227 0.33
H -25.376 1.928 3.563 0.24
O -20.745 5.388 3.628 -0.73
H -21.223 4.600 3.321 0.07
H -20.020 4.981 4.122 0.57
O -22.817 1.104 0.715 -0.66
H -22.395 1.744 1.253 -0.01
H -23.236 1.770 0.132 0.27
O -18.578 3.749 4.018 -0.82
H -19.427 3.258 3.954 0.27
H -18.239 3.891 3.138 0.36
O -17.656 1.417 2.638 -0.53
H -16.745 1.322 2.370 0.24
H -17.532 1.605 3.553 0.37
O -20.660 4.759 0.683 -0.69
H -21.122 4.169 1.246 0.38
H -21.432 5.283 0.391 0.29
O -20.521 3.388 6.234 -0.73
H -20.832 2.866 5.489 0.25
H -21.291 3.946 6.324 0.47
O -23.436 3.893 5.704 -0.76
H -23.034 3.317 5.031 -0.01
H -23.340 4.762 5.323 0.38
```



Look up the energy of the third one. -835.6004 hartree



Which of these has the lowest energy? CH30O18



Number 4 is which compound? CH2S2